# 1
Formula: C3H4LiO4Ru
Source: the OMol25 dataset
Level of theory: the ωB97M-V functional and the def2-TZVPD basis

Calculated values
charge	+1
LUMO level (alpha / beta)	-5.152 / -6.021	eV
2S+1	7
highest occupied orbital energy (alpha / beta)	-0.3816 / -0.5131	hartree
orbital gap (alpha / beta)	5.2311 / 7.9422	eV

Geometry (Å):
H 2.30003 0.50294 -1.09353
O 0.56060 1.41206 0.96556
C 0.73300 1.67015 -0.26533
C -0.13844 1.00944 -1.31336
O 0.20834 -0.35243 -1.52139
C -0.00286 -1.37036 -0.62204
O -0.74970 -1.13762 0.35311
O 0.72287 -2.33720 -0.88832
Li 2.01705 -1.43507 -2.06590
Ru -0.53752 0.02783 1.91857
H 0.81888 2.75299 -0.49156
H 0.05232 1.50543 -2.27429
H -1.21926 1.13573 -1.14251

# 2
Formula: C23H22BrFeN2O2S2
Source: the OMol25 dataset
Level of theory: the ωB97M-V functional and the def2-TZVPD basis

Calculated values
energy above the lowest of the compared OMol25 structures with the same formula, charge and spin	268.39	kJ/mol
charge	0
LUMO level (alpha / beta)	-2.645 / -0.783	eV
2S+1	2
highest occupied orbital energy (alpha / beta)	-0.2885 / -0.2894	hartree
orbital gap (alpha / beta)	5.2062 / 7.0919	eV

Geometry (Å):
Fe 0.63842 -0.69244 -0.17712
C -1.87113 1.17126 -0.42847
N -1.09701 0.79374 0.75619
C -1.92048 0.02844 1.70103
C -1.06414 -0.81023 2.64873
N -0.39766 -1.90071 1.93172
C 0.73449 -2.44992 2.67895
C -1.32189 -2.95630 1.59427
C -1.93500 -3.72104 2.57786
C -2.80296 -4.74759 2.24957
C -3.06537 -5.02952 0.91734
C -2.46973 -4.27547 -0.07126
C -1.59433 -3.23465 0.25013
S -0.84073 -2.33544 -1.03902
C -0.50134 1.95791 1.36932
C -1.24590 3.10411 1.61737
C -0.65535 4.24648 2.12906
C 0.70487 4.25421 2.40053
C 1.45214 3.11479 2.19267
C 0.86290 1.95610 1.68486
S 1.86120 0.54303 1.46929
H -2.80857 1.67357 -0.17014
H -2.10343 0.27135 -0.99941
H -1.25979 1.82219 -1.04964
H -2.56214 -0.64058 1.12030
H -2.55409 0.70034 2.30144
H -1.70518 -1.19589 3.45410
H -0.29239 -0.17678 3.09056
H 0.41872 -2.96970 3.59195
H 1.41604 -1.64478 2.95248
H 1.26864 -3.15459 2.04081
H -1.72132 -3.52989 3.62145
H -3.26174 -5.32946 3.03458
H -3.72560 -5.84200 0.65406
H -2.65054 -4.47433 -1.11455
H -2.30507 3.11421 1.39678
H -1.25268 5.13184 2.29537
H 1.18109 5.15031 2.76832
H 2.51286 3.09955 2.38371
Br 4.17345 3.13489 -7.23442
C 3.42751 2.19967 -5.75028
C 2.12936 2.48301 -5.35892
C 1.61492 1.84212 -4.25044
C 2.37659 0.91871 -3.54356
C 3.66340 0.61668 -3.97239
C 4.19437 1.26161 -5.07599
C 1.77520 0.28766 -2.33270
O 2.27578 -0.73204 -1.80349
O 0.73919 0.81516 -1.83773
H 1.53037 3.18915 -5.91094
H 0.61206 2.04155 -3.91098
H 4.22920 -0.12110 -3.42459
H 5.19277 1.04077 -5.41873

# 3
Formula: CH3O3P
Source: the OMol25 dataset
Level of theory: the ωB97M-V functional and the def2-TZVPD basis

Calculated values
energy above the lowest of the compared OMol25 structures with the same formula, charge and spin	236.14	kJ/mol
charge	0
LUMO level	-0.292	eV
highest occupied orbital energy	-0.3942	hartree
orbital gap	10.4341	eV
SMILES	O=[PH]=O.C=O

Geometry (Å):
O -0.94437 -0.31113 2.85764
P -0.57447 -0.17997 1.49245
O -0.94067 0.82890 0.51522
H 0.66765 -0.86930 0.87462
C 0.42874 0.10861 -1.48539
O 0.24256 -0.95689 -0.93295
H -0.31007 0.65626 -2.02914
H 1.43063 0.72350 -1.29245

The following DFT total energy values (in eV) correspond, in order, to the records above: -14139.304 -157382.847 -16515.550.